Computed, not measured: a structure of composition C5H8O, with ωB97M-V/def2-TZVPD.

Atoms and positions in Å:
1 C 1.659161 0.178044 0.782298
2 C 0.921752 0.942532 -0.015201
3 C -1.181709 0.282552 -1.108033
4 C -1.635582 -0.564800 -0.186913
5 O -1.166974 0.064910 0.949556
6 C -0.565315 1.046766 0.043711
7 H 1.226712 -0.316579 1.646551
8 H 2.710809 0.005937 0.577941
9 H 0.726808 -1.761388 0.219526
10 H 1.365137 1.449127 -0.872044
11 H -1.096036 0.331559 -2.182235
12 H 0.171441 -2.199878 -0.003706
13 H -2.176181 -1.503345 -0.121949
14 H -0.960028 2.044567 0.270503

Atoms 1-3, force components in eV/Å:
0.0 0.3 0.0
0.2 0.0 0.1
-0.2 -0.1 0.0

Energy above the lowest of the compared OMol25 structures with the same formula, charge and spin   381.3 kJ/mol
Net charge   0
Maximum force   0.00697 hartree/bohr
Multiplicity   1
HOMO   -8.98 eV

---

Computed, not measured: a cluster of 2 separate species, C5H13N2 in total, with ωB97M-V/def2-TZVPD.

Atoms and positions in Å:
1 N 0.552650 2.248197 0.167304
2 C 1.560602 2.377430 -0.653636
3 N 1.938123 1.482178 -1.534840
4 H 0.048061 1.367261 0.209872
5 H 0.265993 3.041451 0.714162
6 H 2.088731 3.323290 -0.653234
7 H 2.830784 1.633010 -1.984661
8 H 1.540132 0.553739 -1.559647
9 C -1.393585 -0.581556 -0.622896
10 C -0.885667 -1.558871 0.421809
11 C -0.733918 -2.848073 0.129754
12 C -0.546285 -0.966373 1.749852
13 H -2.153645 0.088677 -0.208709
14 H -1.864222 -1.073426 -1.473852
15 H -0.582407 0.022755 -1.041880
16 H -0.206224 -3.494659 0.818639
17 H -1.077579 -3.227813 -0.821479
18 H -0.106733 -1.747223 2.369106
19 H -1.409495 -0.533180 2.266001
20 H 0.134685 -0.106816 1.708333

Atoms 1-3, force components in eV/Å:
0.4 -0.3 -0.4
-0.3 0.2 -0.2
0.4 0.1 0.5

Energy above the lowest of the compared OMol25 structures with the same formula, charge and spin   150.4 kJ/mol
Net charge   +1
Maximum force   0.01687 hartree/bohr
Multiplicity   1
HOMO   -12.52 eV

---

Computed, not measured: the molecule C4H4OS2 in a non-equilibrium geometry, with ωB97M-V/def2-TZVPD.

Atoms and positions in Å:
1 C 0.242775 -1.519549 0.087243
2 C 0.300319 -0.165171 0.191343
3 C 1.508348 0.572235 0.265313
4 S 2.959584 -0.085501 -0.312313
5 C -1.153601 0.346539 -0.088708
6 O -1.186291 1.736208 -0.072227
7 S -2.552874 -0.555140 -0.222969
8 H -0.864244 -2.008482 0.250815
9 H 1.166455 -2.203400 0.034020
10 H 1.540295 1.709478 0.347358
11 H -1.960765 2.172788 -0.479872

Atoms 1-3, force components in eV/Å:
-0.5 -2.0 1.4
-3.6 -2.2 -1.0
3.2 1.6 -2.4

Energy above the lowest of the compared OMol25 structures with the same formula, charge and spin   225.7 kJ/mol
Net charge   0
Maximum force   0.08444 hartree/bohr
Multiplicity   1
Structure (SMILES)   C=C(C=S)C(O)=S
HOMO   -8.95 eV

---

Computed, not measured: a structure of composition C7H15ClGdI2O2P in a non-equilibrium geometry, with ωB97M-V/def2-TZVPD.

Atoms and positions in Å:
1 I -1.349225 -1.783506 -0.505707
2 I -1.545518 2.000358 -0.638658
3 Gd 0.997860 0.233760 0.430510
4 P 0.391855 0.025944 -2.579142
5 C -1.229833 -0.014724 -3.452641
6 C 1.151085 1.406709 -3.552292
7 H 2.140350 -1.539065 -3.014538
8 H 1.280011 -1.122899 -4.531617
9 H 0.567500 -2.311527 -3.364794
10 C 1.161418 -1.397199 -3.475966
11 H 2.139562 1.565293 -3.116848
12 H 1.246077 1.081225 -4.595763
13 H -1.005692 -0.012796 -4.527673
14 H -1.859012 0.850552 -3.213109
15 H 0.559886 2.325298 -3.469938
16 H -1.822820 -0.902846 -3.206745
17 C -3.175727 0.092348 0.092838
18 O -4.298482 0.019200 0.416355
19 Cl 3.372271 0.066467 -0.181153
20 C -0.936977 0.640727 4.328677
21 C 0.300245 0.032615 3.772307
22 C 1.155919 -0.762623 4.697069
23 O 0.547590 0.083855 2.519562
24 H -0.906802 0.633585 5.420127
25 H -1.797147 0.024756 4.065880
26 H -1.111678 1.681229 4.061538
27 H 1.004533 -1.834888 4.484897
28 H 2.219824 -0.494134 4.658772
29 H 0.801926 -0.588315 5.719154

Atoms 1-3, force components in eV/Å:
1.3 -1.0 0.0
0.0 0.8 0.7
0.1 -0.1 -1.0

Net charge   +2
Maximum force   0.11112 hartree/bohr
Multiplicity   8
HOMO (alpha / beta)   -15.98 / -15.84 eV

---

Computed, not measured: the molecule C4H8S in a non-equilibrium geometry, with ωB97M-V/def2-TZVPD.

Atoms and positions in Å:
1 C 0.231882 1.588604 0.362773
2 C -0.455841 -0.081589 0.057988
3 S -2.229429 0.089916 -0.010993
4 C 0.224676 -1.153596 -0.737313
5 C -0.129093 -1.355433 0.747236
6 H -0.620145 1.999522 0.868087
7 H 0.308723 2.011422 -0.602556
8 H 1.183239 1.570407 0.787228
9 H -2.344908 0.806187 1.078912
10 H 1.231941 -1.070685 -1.023979
11 H -0.377903 -1.874136 -1.296849
12 H -0.925161 -2.058671 1.047014
13 H 0.762679 -1.448592 1.302168

Atoms 1-3, force components in eV/Å:
-2.7 -4.4 -1.4
0.9 2.9 1.0
-0.6 -0.1 -1.7

Energy above the lowest of the compared OMol25 structures with the same formula, charge and spin   176.9 kJ/mol
Net charge   0
Maximum force   0.10371 hartree/bohr
Multiplicity   1
Structure (SMILES)   CC1(S)CC1
HOMO   -8.70 eV

---

Computed, not measured: a cluster of 6 separate species, C34H57Cl2F2N2O20P2 in total in a non-equilibrium geometry, with ωB97M-V/def2-TZVPD.

Atoms and positions in Å:
1 C -4.288664 -1.170725 3.006343
2 N -3.951253 -2.373392 2.226428
3 C -4.173505 -2.251013 0.808004
4 N -2.854133 -1.809439 0.200817
5 C -1.857188 -2.924302 0.329479
6 C -0.540284 -2.635434 -0.401164
7 P 0.832186 -3.626298 0.269353
8 O 0.802352 -5.018771 -0.244330
9 O 0.846408 -3.497585 1.864492
10 O 2.091807 -2.714326 -0.147108
11 C -0.319008 -1.110273 -0.615725
12 P 0.059053 0.187735 0.722967
13 O 1.571141 -0.163554 1.167350
14 Cl -1.011591 -0.640346 2.314212
15 C -1.520011 -0.450784 -1.353984
16 C -1.133889 -0.083068 -2.805228
17 C -0.176934 1.103320 -2.851574
18 F -0.534039 -1.215384 -3.403331
19 C -2.883398 -1.211786 -1.216149
20 C -3.048293 -2.257068 -2.357598
21 C -4.139760 -3.369946 -2.367508
22 C -3.580537 -4.787478 -2.069406
23 Cl -4.427612 -5.668197 -0.762250
24 C -3.995064 -0.108043 -1.222880
25 C -5.356242 -0.503110 -1.721812
26 O -6.275008 -0.722107 -1.114741
27 F -5.367623 -0.560605 -3.029883
28 H -3.803782 -1.217198 3.984948
29 H -3.916631 -0.272861 2.490515
30 H -5.371147 -1.048061 3.138177
31 H -4.547039 -3.135927 2.540859
32 H -4.441391 -3.213869 0.373274
33 H -4.939487 -1.514840 0.541256
34 H -2.544230 -1.059927 0.834716
35 H -2.341084 -3.817233 -0.072385
36 H -1.730092 -3.084828 1.406074
37 H -0.579382 -3.108395 -1.397655
38 H 0.324831 -4.217574 2.263873
39 H 2.785300 -3.308257 -0.491227
40 H 0.572225 -1.049765 -1.258033
41 H 1.669921 -0.723553 1.956756
42 H -1.677334 0.527802 -0.861855
43 H -2.034334 0.151405 -3.395084
44 H 0.795253 0.825325 -2.424957
45 H -0.009752 1.402705 -3.893570
46 H -0.582732 1.955679 -2.297555
47 H -3.227230 -1.641388 -3.249106
48 H -2.078675 -2.730759 -2.551905
49 H -4.536529 -3.391979 -3.393842
50 H -5.018008 -3.154715 -1.748233
51 H -2.513995 -4.773261 -1.825606
52 H -3.672170 -5.425501 -2.957947
53 H -3.636699 0.742978 -1.816008
54 H -4.161331 0.259254 -0.197295
55 C 0.915213 -0.306333 6.886355
56 C 0.345464 0.986811 6.371515
57 C 1.004929 1.586463 5.142291
58 O 0.741895 2.981940 5.311164
59 C 0.612241 3.225910 6.641221
60 O 0.560913 4.307394 7.129398
61 O 0.537971 2.055648 7.316722
62 H 0.503262 -0.534927 7.868950
63 H 0.659917 -1.120755 6.205726
64 H 1.997264 -0.249291 6.974546
65 H -0.733491 0.895791 6.204856
66 H 0.580595 1.241249 4.201998
67 H 2.086432 1.428674 5.141160
68 C -1.100981 -8.851076 -2.001059
69 C -1.218475 -8.025858 -3.252636
70 C -0.066238 -8.099181 -4.239419
71 O -0.124504 -6.805764 -4.871792
72 C -0.680251 -5.947027 -4.002740
73 O -0.732104 -4.758420 -4.122978
74 O -1.192962 -6.611794 -2.949378
75 H -1.869851 -8.564875 -1.284372
76 H -1.228709 -9.906360 -2.240529
77 H -0.127365 -8.707937 -1.531474
78 H -2.162250 -8.228856 -3.766919
79 H -0.163661 -8.877045 -4.990514
80 H 0.894797 -8.189391 -3.729654
81 C 3.175269 6.437171 -2.567291
82 C 2.767597 5.250290 -1.742627
83 C 2.394883 3.988919 -2.498349
84 O 1.458884 3.366800 -1.599751
85 C 0.879962 4.346404 -0.861513
86 O -0.074948 4.168905 -0.168203
87 O 1.522255 5.508105 -1.041679
88 H 3.211483 7.332565 -1.952790
89 H 4.161537 6.273982 -3.001647
90 H 2.461506 6.622533 -3.369905
91 H 3.519792 5.020665 -0.983041
92 H 3.225671 3.315694 -2.690251
93 H 1.878170 4.221564 -3.432243
94 C 6.923000 -2.561689 1.274937
95 C 5.895119 -2.325699 2.347703
96 C 4.650736 -1.560763 1.941217
97 O 4.260397 -0.935928 3.169512
98 C 5.383604 -0.776904 3.927174
99 O 5.436605 -0.127772 4.919983
100 O 6.407405 -1.453359 3.374259
101 H 7.849638 -2.927958 1.713117
102 H 6.559814 -3.307760 0.567806
103 H 7.143469 -1.638962 0.737146
104 H 5.615449 -3.266106 2.831550
105 H 3.836257 -2.180682 1.576013
106 H 4.876942 -0.777811 1.212285
107 C 0.377855 11.898184 0.073914
108 C 0.449212 10.978208 -1.114170
109 C 0.664484 9.505494 -0.820706
110 O 1.344955 9.063344 -2.004450
111 C 2.001510 10.125486 -2.533400
112 O 2.803865 10.044591 -3.409093
113 O 1.616778 11.260438 -1.918296
114 H 0.428515 12.937020 -0.248071
115 H -0.561436 11.746049 0.605168
116 H 1.206213 11.713482 0.758607
117 H -0.423954 11.106802 -1.759855
118 H -0.247843 8.931969 -0.684645
119 H 1.325912 9.358460 0.036182

Atoms 1-3, force components in eV/Å:
0.0 0.2 -0.2
-0.7 -0.2 -0.1
-0.1 0.1 0.2

Net charge   +1
Maximum force   0.13575 hartree/bohr
Multiplicity   1
HOMO   -12.25 eV

---

Computed, not measured: the molecule C3H6N2S in a non-equilibrium geometry, with ωB97M-V/def2-TZVPD.

Atoms and positions in Å:
1 C 0.060608 0.693340 2.111176
2 N 0.854161 -0.127853 1.530917
3 N 0.444101 -0.696063 0.350020
4 C -0.342904 0.065751 -0.592380
5 C -0.241332 -0.569089 -1.946740
6 S 0.345831 0.215607 -3.218400
7 H -0.845159 1.086094 1.562272
8 H 0.390904 1.106391 3.060251
9 H 1.219806 -1.208580 -0.027315
10 H -0.052461 1.115040 -0.647159
11 H -1.390750 -0.029347 -0.277805
12 H -0.442805 -1.651292 -1.904837

Atoms 1-3, force components in eV/Å:
0.0 0.4 -1.5
-1.0 -0.2 0.6
0.7 0.0 0.5

Energy above the lowest of the compared OMol25 structures with the same formula, charge and spin   268.9 kJ/mol
Net charge   0
Maximum force   0.02981 hartree/bohr
Multiplicity   1
Structure (SMILES)   C=NNCC=S
HOMO   -8.90 eV

---

Computed, not measured: a cluster of 2 separate species, C5H6N2O5 in total in a non-equilibrium geometry, with ωB97M-V/def2-TZVPD.

Atoms and positions in Å:
1 O -0.633038 0.213451 -2.574211
2 C -1.040913 0.422959 -1.442728
3 C -1.710283 -0.625939 -0.513838
4 O -1.691203 -1.792964 -0.845159
5 C -2.546859 -0.137759 0.659060
6 O -1.901571 0.889087 1.418333
7 H -0.859385 1.370374 -0.906069
8 H -3.506907 0.266521 0.285093
9 H -2.763030 -1.007255 1.263467
10 H -1.276890 0.470802 2.034187
11 O 1.157677 -1.789811 0.503865
12 C 1.614466 -0.497087 0.608611
13 C 2.254872 0.136326 -0.440667
14 N 2.328297 1.407558 -0.237750
15 O 1.524455 1.583614 0.893322
16 N 1.410517 0.382875 1.523938
17 H 0.462695 -1.848610 1.189103
18 H 2.693562 -0.402882 -1.260936

Atoms 1-3, force components in eV/Å:
-1.0 0.0 2.0
1.3 0.1 -0.6
-0.8 -0.9 -1.7

Energy above the lowest of the compared OMol25 structures with the same formula, charge and spin   514.4 kJ/mol
Net charge   0
Maximum force   0.06140 hartree/bohr
Multiplicity   1
Structure (SMILES)   O=CC(=O)CO.Oc1cnon1
HOMO   -9.87 eV